Record 1
{"formula": "C30H26N3O2Re", "method": "wB97M-V/def2-TZVPD", "elements": ["Re", "C", "C", "C", "C", "C", "C", "C", "C", "N", "C", "O", "C", "C", "C", "C", "C", "N", "C", "O", "N", "C", "C", "C", "C", "C", "C", "C", "C", "H", "H", "H", "H", "H", "H", "H", "H", "H", "H", "H", "H", "H", "H", "H", "H", "H", "H", "H", "H", "H", "C", "C", "C", "C", "C", "C", "C", "H", "H", "H", "H", "H"], "positions_angstrom": [[0.156, -0.537, -0.134], [-1.517, 0.491, -2.596], [-2.775, -0.144, -2.074], [-3.932, -0.066, -2.816], [-5.103, -0.700, -2.396], [-5.086, -1.522, -1.284], [-3.952, -1.627, -0.492], [-3.931, -2.597, 0.637], [-2.843, -0.789, -0.805], [-1.924, -0.490, 0.179], [-2.371, -0.313, 1.470], [-3.494, -0.030, 1.801], [-1.265, -0.559, 2.470], [-1.474, -0.717, 3.830], [-0.386, -1.042, 4.633], [0.864, -1.231, 4.055], [0.998, -1.072, 2.681], [-0.052, -0.725, 1.937], [2.259, -1.336, 1.875], [3.312, -1.660, 2.362], [1.966, -1.244, 0.549], [2.872, -1.109, -0.478], [2.765, -2.019, -1.575], [1.654, -3.028, -1.584], [3.732, -1.997, -2.552], [4.781, -1.078, -2.485], [4.859, -0.160, -1.448], [3.913, -0.136, -0.436], [4.001, 0.853, 0.669], [-1.521, 0.499, -3.685], [-0.593, -0.075, -2.315], [-1.428, 1.524, -2.256], [-3.935, 0.495, -3.737], [-6.003, -0.603, -2.984], [-5.949, -2.116, -1.024], [-4.436, -3.514, 0.338], [-4.475, -2.204, 1.498], [-2.918, -2.848, 0.952], [-2.470, -0.589, 4.225], [-0.526, -1.177, 5.694], [1.727, -1.512, 4.640], [1.777, -3.723, -0.750], [1.666, -3.598, -2.510], [0.655, -2.561, -1.503], [3.688, -2.701, -3.369], [5.530, -1.073, -3.262], [5.666, 0.555, -1.430], [4.483, 1.764, 0.325], [4.613, 0.444, 1.476], [3.020, 1.096, 1.075], [0.388, 1.325, -0.105], [0.392, 2.682, 0.031], [-0.348, 3.213, 1.128], [-0.422, 4.572, 1.303], [0.203, 5.435, 0.406], [0.916, 4.931, -0.679], [1.022, 3.574, -0.872], [-0.842, 2.522, 1.794], [-0.979, 4.972, 2.137], [0.121, 6.502, 0.548], [1.387, 5.610, -1.372], [1.559, 3.167, -1.713]], "forces_ev_per_a": [[0.7, 5.2, 0.0], [-0.2, 0.2, 0.4], [-0.2, -0.2, 0.6], [-0.1, -0.2, 0.0], [0.2, 0.0, 0.0], [0.2, 0.0, -0.1], [0.5, 0.4, -0.4], [-0.2, 0.0, 0.3], [-1.1, -0.5, -1.4], [2.7, -0.3, 0.7], [-0.1, 0.4, 0.4], [0.4, 0.0, 0.2], [-0.5, 0.0, 0.3], [0.2, 0.2, -0.4], [0.0, 0.0, -0.2], [0.1, 0.0, -0.3], [0.4, -0.1, 0.4], [0.0, -0.1, -0.8], [0.0, -0.3, 0.9], [-0.3, 0.3, -0.1], [-1.5, -0.2, 0.3], [-0.2, 0.3, -0.8], [-0.1, 0.1, 0.2], [0.2, -0.2, 0.1], [0.0, 0.1, -0.1], [-0.3, -0.2, 0.0], [-0.1, 0.1, 0.2], [-0.1, 0.0, -0.3], [0.2, 0.0, 0.2], [0.2, -0.1, 0.0], [0.0, -0.1, -0.1], [0.2, 0.0, 0.0], [0.0, 0.0, -0.2], [-0.1, 0.0, -0.1], [-0.1, 0.0, 0.0], [0.1, 0.0, 0.0], [0.1, 0.0, 0.0], [0.0, 0.0, 0.0], [-0.1, 0.0, 0.0], [0.0, 0.0, 0.1], [0.1, 0.0, 0.0], [-0.1, 0.0, 0.0], [-0.1, 0.0, 0.0], [-0.1, -0.2, -0.1], [0.0, 0.0, -0.1], [0.1, 0.0, 0.0], [0.1, 0.1, 0.0], [0.0, 0.1, 0.0], [-0.1, 0.0, 0.1], [0.0, 0.1, 0.1], [-0.6, -5.6, 0.1], [-0.2, 1.4, 0.3], [0.2, -0.3, -0.3], [-0.1, 0.1, 0.2], [0.0, -0.3, 0.0], [0.1, 0.1, -0.1], [0.0, -0.4, 0.1], [-0.1, 0.1, 0.2], [0.0, 0.0, 0.1], [0.0, 0.1, 0.0], [0.0, 0.0, -0.1], [0.1, 0.0, -0.1]], "mulliken_charge": [-0.633, -0.808, 0.799, -0.846, -0.833, -0.783, 0.684, -1.699, 0.658, 0.002, 0.144, -0.553, 0.668, -0.940, -0.460, -0.720, 0.467, 0.067, 0.108, -0.582, 0.253, 0.389, 1.073, -1.126, -1.032, -0.711, -0.832, 1.064, -1.676, 0.590, 0.000, 0.317, 0.494, 0.418, 0.511, 0.582, 0.336, 0.245, 0.612, 0.506, 0.585, 0.352, 0.455, 0.163, 0.462, 0.454, 0.512, 0.547, 0.340, 0.188, 0.071, 1.233, -0.253, -0.799, -0.336, -0.741, -0.369, 0.487, 0.461, 0.451, 0.439, 0.549], "orbital_gap_ev": [4.68, 4.65], "multiplicity": 1, "e_tot_ha": -1551.18234, "total_charge": 2}

Record 2
{"formula": "C30H26N7NaO7S2Se2", "method": "wB97M-V/def2-TZVPD", "elements": ["Na", "C", "C", "C", "C", "C", "C", "C", "S", "O", "O", "N", "C", "C", "C", "C", "C", "N", "H", "H", "H", "H", "H", "H", "H", "H", "H", "H", "H", "Se", "Se", "C", "C", "C", "C", "C", "N", "C", "C", "C", "C", "C", "N", "H", "H", "H", "H", "H", "H", "H", "H", "N", "N", "C", "O", "O", "H", "H", "H", "O", "S", "O", "N", "C", "O", "C", "C", "C", "C", "C", "C", "H", "H", "H", "H"], "positions_angstrom": [[-1.104, 0.305, 0.086], [6.686, -2.034, 2.823], [5.342, -1.433, 2.500], [5.027, -0.134, 2.882], [3.788, 0.417, 2.580], [2.850, -0.333, 1.896], [3.145, -1.636, 1.515], [4.382, -2.179, 1.819], [1.260, 0.346, 1.368], [0.256, -0.394, 2.101], [1.333, 1.767, 1.623], [1.146, -0.113, -0.133], [1.942, 0.366, -1.138], [2.888, 1.416, -1.005], [3.625, 1.806, -2.099], [3.449, 1.154, -3.318], [2.533, 0.117, -3.348], [1.816, -0.284, -2.309], [7.446, -1.260, 2.939], [7.005, -2.715, 2.033], [6.643, -2.603, 3.755], [5.765, 0.459, 3.412], [3.541, 1.434, 2.861], [2.394, -2.188, 0.964], [4.615, -3.193, 1.510], [2.993, 1.916, -0.054], [4.336, 2.620, -2.012], [3.996, 1.443, -4.207], [2.362, -0.440, -4.267], [-3.125, -0.345, -4.709], [-3.280, 0.925, -2.552], [-2.111, 2.325, -3.129], [-2.529, 3.648, -2.967], [-1.633, 4.660, -3.242], [-0.367, 4.326, -3.706], [-0.079, 2.986, -3.903], [-0.929, 2.002, -3.628], [-2.144, -1.858, -4.039], [-2.407, -3.143, -4.527], [-1.715, -4.208, -3.979], [-0.772, -3.969, -2.991], [-0.548, -2.656, -2.599], [-1.221, -1.632, -3.116], [-3.523, 3.847, -2.592], [-1.911, 5.696, -3.086], [0.378, 5.087, -3.904], [0.893, 2.684, -4.283], [-3.149, -3.287, -5.301], [-1.920, -5.220, -4.313], [-0.224, -4.784, -2.534], [0.199, -2.399, -1.858], [-1.621, 3.905, 1.647], [-2.743, 3.443, 0.884], [-2.533, 2.467, -0.085], [-3.598, 2.055, -0.667], [-1.366, 2.191, -0.417], [-0.817, 3.658, 1.075], [-1.531, 3.308, 2.465], [-3.584, 3.310, 1.424], [-4.451, 1.461, 2.920], [-3.172, 0.782, 2.977], [-2.158, 1.482, 3.731], [-2.693, 0.276, 1.538], [-2.649, -1.056, 1.449], [-2.327, -1.689, 0.448], [-3.030, -1.744, 2.737], [-3.007, -3.100, 3.008], [-3.334, -3.523, 4.290], [-3.689, -2.605, 5.274], [-3.716, -1.244, 4.992], [-3.380, -0.841, 3.717], [-2.728, -3.799, 2.230], [-3.297, -4.579, 4.531], [-3.936, -2.954, 6.270], [-3.984, -0.516, 5.747]], "forces_ev_per_a": [[0.4, -1.7, -0.9], [-0.1, 0.0, 0.0], [0.0, 0.0, 0.0], [0.0, -0.1, 0.0], [-0.1, 0.1, 0.0], [-0.2, 0.1, -0.2], [0.0, 0.0, 0.0], [0.0, 0.0, 0.0], [1.0, -0.5, 0.2], [0.0, 0.1, 0.0], [0.1, 0.1, 0.0], [0.0, 0.1, 0.3], [0.5, 0.1, -0.1], [-0.2, -0.1, 0.0], [0.0, -0.1, -0.1], [0.0, 0.1, 0.0], [0.0, 0.0, 0.0], [-0.1, 0.0, 0.2], [0.0, 0.0, 0.0], [0.0, 0.0, 0.0], [0.0, 0.0, 0.0], [0.0, 0.0, 0.0], [0.0, 0.0, 0.0], [0.1, -0.1, 0.0], [0.0, 0.0, 0.0], [0.0, 0.1, 0.0], [0.0, 0.0, 0.0], [0.0, 0.0, 0.0], [0.0, 0.0, 0.0], [0.0, 0.0, 0.3], [-0.6, -0.7, -0.5], [0.2, 0.3, -0.2], [-0.1, -0.1, 0.1], [0.0, 0.0, 0.0], [0.0, 0.1, 0.0], [0.0, 0.1, 0.0], [0.0, 0.0, 0.1], [0.2, 0.2, 0.0], [0.0, 0.0, 0.0], [-0.1, 0.1, -0.1], [0.1, -0.1, 0.1], [-0.1, 0.0, -0.1], [0.0, 0.0, 0.1], [0.0, 0.0, 0.1], [0.0, 0.0, 0.0], [0.0, 0.0, 0.0], [0.0, 0.0, 0.0], [0.0, 0.0, 0.0], [0.0, 0.0, 0.0], [0.0, 0.0, 0.0], [0.0, 0.0, 0.0], [-0.2, 0.0, 0.1], [0.2, -0.1, 0.0], [-0.5, 0.9, -0.5], [0.3, 0.3, 0.2], [-0.1, 1.4, -0.2], [0.0, 0.0, -0.1], [0.0, -0.2, 0.1], [0.0, 0.1, 0.0], [0.0, -0.1, -0.1], [-0.4, 0.0, 0.5], [0.1, 0.0, -0.2], [-0.7, 0.4, 1.1], [-0.3, -0.7, 0.2], [0.1, -0.1, 0.0], [0.0, -0.1, 0.1], [0.0, -0.1, -0.1], [0.0, -0.1, 0.0], [0.0, 0.1, 0.0], [-0.1, 0.2, 0.1], [0.2, 0.1, -0.4], [0.0, 0.0, 0.0], [0.0, 0.0, 0.0], [0.0, 0.0, 0.0], [0.0, 0.0, 0.0]], "mulliken_charge": [0.581, -1.483, 1.140, -0.751, -0.343, -0.400, -0.546, -0.899, 1.917, -0.666, -0.745, -0.188, 0.343, -0.571, -0.511, -0.580, -0.430, -0.042, 0.356, 0.356, 0.279, 0.299, 0.514, 0.425, 0.321, 0.416, 0.363, 0.380, 0.325, -0.308, 0.246, 0.184, -0.382, -0.382, -0.466, -0.335, -0.077, 0.193, -0.797, -0.213, -0.874, 0.018, 0.097, 0.396, 0.361, 0.363, 0.362, 0.359, 0.341, 0.399, 0.276, -0.883, -0.054, 0.693, -0.883, -0.740, 0.336, 0.396, 0.393, -0.735, 0.947, -0.697, 0.022, 0.718, -0.817, 0.112, -0.588, -0.528, -0.408, -0.660, 0.106, 0.513, 0.359, 0.364, 0.413], "e_above_lowest_kj_mol": 194.0, "orbital_gap_ev": 6.20, "multiplicity": 1, "e_tot_ha": -7830.46941, "total_charge": -2}